1.
DFT (ωB97M-V/def2-TZVPD) results for C22H19MoO4 as an isolated structure in a non-equilibrium geometry.

```
! wB97M-V def2-TZVPD RIJCOSX def2/J DEFGRID3
* xyz 3 1
O -3.8725 -4.0132 -3.9500
C -2.8214 -3.9057 -3.4831
Mo -0.9803 -3.2432 -2.5143
C -1.9518 -1.3648 -2.2799
O -2.4308 -0.3272 -2.0553
C -1.5550 -3.8085 -0.5963
O -1.8199 -4.1548 0.4891
H 0.5907 0.4686 0.3825
C 1.1315 -3.1246 -1.6673
C 0.9843 -4.2866 -2.5094
C 0.6658 -3.8375 -3.8445
C 0.6389 -2.3962 -3.8139
C 0.8951 -1.9645 -2.4685
H 1.4569 -3.1203 -0.6217
H 1.1788 -5.3130 -2.2044
H 0.4797 -4.4698 -4.7119
H 0.5076 -1.7384 -4.6644
H 0.9500 -0.9377 -2.1104
C -0.6131 6.5513 -0.5326
O -1.6151 5.5083 -0.4444
C -1.3441 4.3514 0.2124
C -2.3184 3.2991 0.2133
C -1.9841 2.0720 0.7557
C -0.6673 1.7941 1.1945
C -0.1176 0.3730 1.2157
C 0.7610 -0.3132 2.2850
C 0.5044 -1.5970 2.8192
C 1.4701 -2.2470 3.5964
C 2.6807 -1.6159 3.9197
C 2.9451 -0.3572 3.3794
C 2.0104 0.2685 2.5482
C 0.2009 2.8791 1.3670
C -0.0790 4.1266 0.8178
H -1.0958 7.3496 -1.0903
H -0.3340 6.9245 0.4592
H 0.2794 6.2235 -1.0771
H -3.3051 3.4694 -0.2259
H -2.7351 1.2753 0.8037
H -0.9657 -0.3012 0.9320
H -0.4591 -2.0815 2.6166
H 1.3215 -3.2845 3.8954
H 3.4173 -2.1026 4.5634
H 3.9143 0.1105 3.5661
H 2.2628 1.2151 2.0733
H 1.1334 2.7339 1.9210
H 0.6849 4.9125 0.8392
*
```

Its total energy is -1217.68150 a.u. The molar mass is 443.33 g/mol.

Löwdin population analysis, charges in e, atoms 1 to 5: 0.176 -0.057 1.062 -0.124 0.107

---

2.
DFT (ωB97M-V/def2-TZVPD) results for a 14-piece molecular cluster, C36H63Cl26NO3S2 overall in a non-equilibrium geometry.

```
! wB97M-V def2-TZVPD RIJCOSX def2/J DEFGRID3
* xyz 0 1
O -1.2411 2.6290 4.8024
S -0.9063 1.6059 3.7367
O -2.3138 1.0480 3.0148
C -2.8363 -0.1671 3.6291
C -2.4036 -1.5252 2.8430
C -1.1662 -1.3290 1.8478
C -1.5200 -0.6833 0.4354
C -2.8041 0.0908 0.0685
C -2.9807 0.6115 -1.4020
C -1.9133 0.3935 -2.5146
C -0.6083 -0.3474 -2.1341
C -0.4475 -0.8616 -0.6905
O -0.1345 0.3359 4.6066
N 1.2051 0.6803 4.7428
C 1.7124 0.7620 3.5166
S 2.7557 0.4844 2.2452
H -3.9888 -0.1247 3.5366
H -2.6333 -0.2480 4.7573
H -2.0524 -2.2507 3.6655
H -3.3093 -2.0388 2.3509
H -0.7618 -2.3892 1.6249
H -0.2879 -0.7432 2.2856
H -3.6045 0.2748 0.8579
H -3.9398 1.1627 -1.7223
H -2.0376 0.7587 -3.5948
H 0.2471 -0.5292 -2.8659
H 0.5189 -1.4183 -0.4291
Cl 4.0425 0.8269 -2.7588
C 3.7811 -0.3467 -1.4465
C 3.4864 -1.7380 -1.9687
Cl 1.8988 -1.8341 -2.7734
H 2.9705 0.0259 -0.8164
H 4.6961 -0.3626 -0.8508
H 3.4625 -2.4471 -1.1388
H 4.2454 -2.0705 -2.6781
Cl -2.9772 -2.6220 -4.8871
C -2.2751 -3.8837 -3.8436
C -3.2362 -4.3251 -2.7573
Cl -3.5083 -3.0450 -1.5503
H -1.3443 -3.4971 -3.4247
H -2.0319 -4.7301 -4.4895
H -2.8249 -5.1820 -2.2234
H -4.2044 -4.6148 -3.1700
Cl 5.0440 3.3896 -0.1659
C 5.0588 4.2872 -1.7039
C 4.8752 5.7775 -1.4988
Cl 3.2361 6.1815 -0.9304
H 4.2806 3.8709 -2.3459
H 6.0258 4.0947 -2.1728
H 5.0196 6.3019 -2.4452
H 5.5909 6.1747 -0.7768
Cl 6.5965 0.0805 2.3869
C 6.1313 1.3926 3.5003
C 7.2991 1.8779 4.3348
Cl 7.8338 0.6572 5.5173
H 5.3133 1.0312 4.1266
H 5.7523 2.2103 2.8837
H 7.0049 2.7617 4.9042
H 8.1550 2.1436 3.7120
Cl -3.7866 -0.2300 -7.2173
C -3.4606 -0.6954 -8.9053
C -3.6278 -2.1853 -9.1323
Cl -2.3663 -3.1379 -8.3104
H -2.4533 -0.3612 -9.1602
H -4.1694 -0.1449 -9.5272
H -3.5479 -2.4089 -10.1980
H -4.5996 -2.5382 -8.7826
Cl 2.4813 -3.7719 5.2071
C 2.0409 -2.4550 6.3254
C 3.2218 -1.9838 7.1493
Cl 3.7545 -3.2112 8.3268
H 1.2238 -2.8078 6.9595
H 1.6664 -1.6324 5.7129
H 2.9442 -1.0981 7.7214
H 4.0753 -1.7273 6.5189
Cl -5.7401 2.7739 -1.8990
C -5.0768 4.4297 -1.9090
C -3.9995 4.6142 -2.9591
Cl -2.5186 3.7058 -2.5720
H -4.7032 4.6497 -0.9073
H -5.9121 5.1018 -2.1165
H -3.7173 5.6672 -3.0183
H -4.3424 4.2976 -3.9459
Cl -8.5348 6.2400 -3.0825
C -9.4132 5.3166 -4.3276
C -8.7613 3.9791 -4.6147
Cl -7.1870 4.1592 -5.4279
H -9.4757 5.9337 -5.2256
H -10.4257 5.1608 -3.9502
H -9.3961 3.3929 -5.2818
H -8.6053 3.4033 -3.7004
Cl -4.7642 3.9087 -10.1203
C -5.2431 5.2291 -9.0245
C -4.0792 5.7368 -8.1970
Cl -3.5315 4.5364 -7.0008
H -6.0567 4.8672 -8.3931
H -5.6305 6.0351 -9.6509
H -4.3814 6.6246 -7.6382
H -3.2264 6.0032 -8.8237
Cl -0.6110 -3.0198 8.1029
C -0.8745 -4.1865 9.4231
C -1.1938 -5.5741 8.9047
Cl -2.7895 -5.6465 8.1158
H -1.6727 -3.8022 10.0605
H 0.0462 -4.2135 10.0094
H -1.2192 -6.2826 9.7347
H -0.4459 -5.9166 8.1873
Cl 8.8681 0.3335 -1.8217
C 8.6083 -0.8357 -0.5035
C 8.3160 -2.2289 -1.0237
Cl 6.7301 -2.3262 -1.8302
H 7.7973 -0.4632 0.1246
H 9.5226 -0.8484 0.0930
H 8.2922 -2.9373 -0.1935
H 9.0766 -2.5611 -1.7325
Cl 3.1715 1.4255 6.8037
C 3.9013 2.3537 8.1373
C 5.2952 1.8652 8.4795
Cl 5.2782 0.2429 9.2161
H 3.2321 2.2935 8.9974
H 3.9436 3.3950 7.8115
H 5.7552 2.5373 9.2065
H 5.9366 1.8287 7.5966
Cl -0.2431 -5.6020 -2.0292
C -0.4968 -6.7738 -0.7123
C -0.7777 -8.1683 -1.2342
Cl -2.3610 -8.2763 -2.0439
H -1.3122 -6.4077 -0.0854
H 0.4163 -6.7796 -0.1138
H -0.7980 -8.8773 -0.4044
H -0.0130 -8.4940 -1.9416
*
```

Its total energy is -14451.08455 a.u. The molar mass is 1543.82 g/mol.

Löwdin population analysis, charges in e, atoms 1 to 5: -0.395 1.020 -0.356 -0.229 -0.153

---

3.
DFT (ωB97M-V/def2-TZVPD) results for a 3-piece molecular cluster, C3H9NO2 overall in a non-equilibrium geometry.

```
! wB97M-V def2-TZVPD RIJCOSX def2/J DEFGRID3
* xyz 0 1
C -2.2600 -1.6122 -1.7069
C -1.7852 -1.4356 -2.9813
C -1.6034 -1.3232 0.4592
N -1.3520 -1.8992 -0.6060
H -3.3736 -1.7864 -1.4906
H -0.7413 -1.0935 -3.1340
H -2.1679 -1.8595 -3.8480
H -2.5461 -0.7518 0.6637
H -0.8319 -1.0526 1.1386
H 0.7821 1.7585 1.6091
H 1.4526 2.5942 0.5537
O 1.7289 2.0391 1.2986
H 3.5324 1.9472 2.8387
H 4.6900 2.6109 2.2893
O 4.4751 1.8640 2.9157
*
```

Its SMILES is C=CN=C.O.O. Its total energy is -324.82578 a.u. The molar mass is 91.11 g/mol.

Löwdin population analysis, charges in e, atoms 1 to 5: -0.226 0.000 -0.086 -0.021 0.118

---

4.
DFT (ωB97M-V/def2-TZVPD) results for C8H19F6N12OPPtSb as an isolated structure.

```
! wB97M-V def2-TZVPD RIJCOSX def2/J DEFGRID3
* xyz 2 2
Pt 1.6629 0.0127 -1.3821
N 1.8068 -1.1913 -4.5177
C 0.9383 -1.7905 -3.6489
N 0.1216 -2.7822 -3.9808
N -0.5289 -3.0493 -2.8790
N -0.1293 -2.2518 -1.8889
N 0.7972 -1.4544 -2.3560
C 2.6143 -0.2261 -4.2442
N 3.5365 0.3375 -5.1181
N 4.1848 1.1718 -4.4786
N 3.6888 1.2137 -3.0603
N 2.7627 0.3910 -2.9788
H 1.8121 -1.5631 -5.4775
C -0.0178 -2.9645 1.4759
N -0.9888 -1.8624 1.5239
C -2.2637 -2.2136 2.1615
P -0.6182 -0.3482 1.0771
O 0.6861 -0.3614 0.3328
N -0.2189 0.4331 2.5856
C 1.1515 0.5169 3.0503
C -1.2363 0.7580 3.5642
N -1.9289 0.4017 0.5551
C -2.2170 1.8376 0.7348
C -2.7865 -0.2517 -0.4520
H 0.1488 -3.3494 2.4824
H 0.9218 -2.6287 1.0510
H -0.4252 -3.7616 0.8537
H -2.1038 -2.4663 3.2112
H -2.6778 -3.0875 1.6578
H -2.9755 -1.3969 2.0852
H 1.8388 0.1184 2.3135
H 1.2398 0.0030 4.0102
H 1.3759 1.5777 3.2067
H -2.2315 0.6985 3.1377
H -1.0423 1.7683 3.9355
H -1.1455 0.0732 4.4137
H -1.4393 2.3298 1.3120
H -3.1815 1.9437 1.2327
H -2.2568 2.3188 -0.2392
H -2.5463 -1.3094 -0.5412
H -2.6457 0.2317 -1.4190
H -3.8284 -0.1464 -0.1505
F 2.4723 1.5637 -0.3823
Sb 1.4193 3.3560 -0.4524
F 0.8661 2.8410 1.2864
F 2.9742 4.0988 0.2132
F 0.0135 2.2184 -1.0597
F 2.0222 3.3631 -2.2273
F 0.3777 4.8784 -0.5293
*
```

Its total energy is -2348.04922 a.u. The molar mass is 761.12 g/mol.

Löwdin population analysis, charges in e, atoms 1 to 5: 1.295 0.313 -0.373 0.134 0.041